{
  "formula": "C16H20O",
  "method": "ωB97M-V/def2-TZVPD",
  "symbols": ["C", "C", "C", "C", "C", "C", "O", "C", "C", "H", "H", "H", "H", "H", "H", "H", "H", "H", "H", "C", "C", "C", "C", "C", "C", "C", "C", "H", "H", "H", "H", "H", "H", "H", "H", "H", "H"],
  "coordinates": [[-2.3575, -1.4685, -2.0972], [-1.3804, -0.2888, -1.8727], [-0.2855, -0.2750, -2.8710], [1.0234, -0.6723, -2.6464], [2.1294, -0.3937, -3.4761], [1.8848, 0.3775, -4.6207], [2.8911, 1.0607, -5.3356], [0.5496, 0.5918, -4.9933], [-0.5169, 0.4149, -4.0499], [-2.9927, -1.3573, -2.9323], [-2.8396, -1.5131, -1.1638], [-1.9571, -2.5146, -2.3928], [-1.8004, 0.6799, -1.8997], [-0.8888, -0.3399, -0.8842], [1.2987, -1.1297, -1.7072], [3.0865, -0.5240, -3.1041], [3.5827, 0.3864, -5.5402], [0.3381, 1.0367, -5.9131], [-1.4775, 0.7650, -4.3581], [-0.6016, 2.3166, 2.0828], [-1.1341, 0.9423, 2.2814], [-0.7055, 0.2742, 3.6147], [0.4364, -0.5205, 3.5672], [0.8713, -1.2277, 4.7077], [0.1664, -1.3114, 5.8158], [-1.1166, -0.6462, 5.8885], [-1.3884, 0.2596, 4.8719], [0.5463, 2.3337, 1.7936], [-0.4254, 2.9057, 3.0746], [-0.9849, 2.9373, 1.1370], [-2.2611, 1.0235, 2.2603], [-1.0136, 0.4022, 1.3876], [1.0392, -0.4919, 2.6193], [1.7577, -1.9032, 4.5328], [0.3024, -2.0002, 6.6415], [-1.7282, -0.4421, 6.8449], [-2.1593, 1.0232, 5.0716]],
  "nbo_charge": [-0.608, -0.414, -0.037, -0.188, -0.271, 0.281, -0.687, -0.251, -0.188, 0.210, 0.211, 0.214, 0.216, 0.199, 0.204, 0.212, 0.477, 0.214, 0.208, -0.628, -0.431, -0.022, -0.202, -0.215, -0.226, -0.211, -0.210, 0.201, 0.223, 0.225, 0.207, 0.217, 0.212, 0.213, 0.218, 0.222, 0.208],
  "smiles": "CCc1ccc(O)cc1.CCc1ccccc1",
  "energy_ev": -18961.296,
  "relative_energy_ev": 2.284,
  "fmax_ha_per_bohr": 0.1041
}

{
  "formula": "C16H21BF4N4O3PdS",
  "method": "ωB97M-V/def2-TZVPD",
  "symbols": ["Pd", "C", "N", "C", "C", "C", "N", "C", "O", "N", "H", "H", "H", "H", "H", "H", "H", "F", "B", "F", "F", "F", "O", "C", "O", "C", "C", "C", "C", "S", "C", "C", "H", "H", "H", "H", "H", "C", "C", "C", "C", "N", "H", "H", "H", "H", "H", "H", "H", "H", "H"],
  "coordinates": [[0.3657, -0.2816, 0.3319], [-4.1941, 2.0307, 2.2384], [-2.7605, 1.9117, 2.4213], [-2.0733, 2.8852, 3.0708], [-0.7366, 2.8552, 3.1685], [-0.0746, 1.7913, 2.4861], [-0.7294, 0.8499, 1.8280], [-2.0976, 0.8644, 1.7491], [-2.7557, 0.0504, 1.1266], [1.2758, 1.7245, 2.5250], [-4.6365, 2.4622, 3.1367], [-4.6013, 1.0406, 2.0592], [-4.4245, 2.6645, 1.3794], [-2.6697, 3.6861, 3.4870], [-0.1817, 3.6502, 3.6369], [1.7324, 2.6251, 2.5236], [1.6553, 1.0761, 1.8358], [0.2946, 5.8429, -0.3699], [0.0198, 4.8957, 0.6305], [-1.3486, 4.5501, 0.5960], [0.3206, 5.4576, 1.9029], [0.8143, 3.7464, 0.4513], [6.0828, -2.9098, 5.5187], [5.8663, -2.0589, 4.4626], [6.7630, -1.3132, 4.1530], [4.5560, -2.1517, 3.8023], [3.4865, -2.9172, 4.2895], [2.2867, -2.9809, 3.6196], [2.0720, -2.2805, 2.4101], [0.5791, -2.4157, 1.5671], [3.1565, -1.5103, 1.9264], [4.3509, -1.4476, 2.6067], [5.3179, -3.4894, 5.5999], [3.5568, -3.4598, 5.2304], [1.4692, -3.5665, 4.0216], [3.0247, -0.9960, 0.9799], [5.1716, -0.8583, 2.2170], [-0.1941, -0.2328, -2.9867], [0.7358, -1.3113, -2.4038], [1.7784, -1.6875, -3.4782], [-0.0931, -2.5593, -2.0687], [1.4202, -0.8405, -1.2273], [-0.6792, -0.5775, -3.9089], [0.3763, 0.6724, -3.2055], [-0.9587, 0.0258, -2.2517], [1.3111, -2.0129, -4.4166], [2.4159, -2.4887, -3.0993], [2.4124, -0.8226, -3.6856], [-0.5395, -2.9747, -2.9800], [-0.8880, -2.3055, -1.3650], [0.5393, -3.3149, -1.5996]],
  "nbo_charge": [0.484, -0.403, -0.420, 0.111, -0.353, 0.496, -0.605, 0.776, -0.647, -0.767, 0.182, 0.240, 0.203, 0.199, 0.243, 0.404, 0.408, -0.579, 1.346, -0.586, -0.595, -0.578, -0.704, 0.778, -0.613, -0.298, -0.177, -0.272, -0.145, -0.264, -0.213, -0.153, 0.475, 0.168, 0.207, 0.245, 0.221, -0.622, 0.027, -0.608, -0.610, -0.763, 0.162, 0.207, 0.213, 0.172, 0.203, 0.201, 0.173, 0.217, 0.215],
  "total_charge": -2,
  "energy_ev": -54905.429,
  "relative_energy_ev": 1.554,
  "fmax_ha_per_bohr": 0.0453
}

{
  "formula": "C16H21Cl2CuN7S2Se",
  "method": "ωB97M-V/def2-TZVPD",
  "symbols": ["Cu", "C", "N", "C", "C", "C", "N", "C", "C", "H", "H", "H", "H", "H", "H", "H", "H", "H", "H", "H", "H", "H", "H", "H", "H", "S", "C", "C", "N", "C", "S", "C", "N", "Se", "N", "C", "C", "C", "C", "N", "C", "N", "H", "H", "H", "Cl", "C", "Cl", "H", "H"],
  "coordinates": [[0.0326, -0.4346, -0.3071], [2.4009, 0.7168, 1.2723], [2.1831, -0.2138, 0.1625], [2.7953, -1.5023, 0.4873], [2.7051, 0.3111, -1.0987], [1.8023, 1.3869, -1.6797], [0.4246, 0.9045, -1.8975], [-0.4946, 2.0493, -1.9625], [0.3328, 0.1537, -3.1579], [3.4731, 0.8871, 1.4421], [1.9684, 0.2959, 2.1772], [1.9186, 1.6741, 1.0775], [3.8843, -1.4132, 0.5990], [2.5747, -2.2267, -0.2970], [2.3789, -1.8712, 1.4240], [2.7801, -0.5228, -1.8004], [3.7193, 0.7175, -0.9725], [2.2290, 1.7462, -2.6253], [1.7535, 2.2431, -1.0069], [-0.2019, 2.7363, -2.7674], [-0.4935, 2.5802, -1.0132], [-1.5046, 1.6912, -2.1567], [0.5514, 0.8045, -4.0150], [-0.6747, -0.2493, -3.2685], [1.0402, -0.6743, -3.1573], [-1.3207, 0.2974, 1.7690], [-0.6410, 1.3616, 2.9878], [0.3079, 1.0281, 3.9949], [1.0735, 0.7636, 4.8125], [-1.1636, 2.5732, 2.7103], [-2.1956, 2.3889, 1.3514], [-0.9154, 3.7982, 3.4105], [-0.7310, 4.7857, 3.9678], [-0.3619, -2.1477, 4.2098], [-0.4740, -3.8181, 3.5929], [-0.4784, -3.7603, 2.2576], [-0.5361, -4.8655, 1.3982], [-0.5703, -4.6423, 0.0281], [-0.5473, -3.3504, -0.4606], [-0.4772, -2.2569, 0.3278], [-0.4289, -2.4443, 1.6576], [-0.3510, -1.4110, 2.5192], [-0.5664, -5.8616, 1.8177], [-0.6245, -5.4683, -0.6671], [-0.5967, -3.1593, -1.5253], [-3.5637, -0.6919, -3.9565], [-4.0463, -1.2300, -2.3409], [-3.1061, -0.4456, -1.0680], [-3.8718, -2.2969, -2.2714], [-5.0908, -0.9828, -2.1963]],
  "lowdin_spin": [0.000, 0.000, 0.000, 0.000, 0.000, 0.000, 0.000, 0.000, 0.000, 0.000, 0.000, 0.000, 0.000, 0.000, 0.000, 0.000, 0.000, 0.000, 0.000, 0.000, 0.000, 0.000, 0.000, 0.000, 0.000, 0.010, -0.001, 0.001, 0.001, 0.002, 0.009, 0.000, 0.001, 0.242, 0.290, -0.007, 0.132, 0.021, 0.134, 0.027, -0.004, 0.125, 0.006, -0.002, 0.008, 0.000, 0.000, 0.001, 0.000, 0.000],
  "energy_ev": -184062.590,
  "multiplicity": 2,
  "relative_energy_ev": 0.288,
  "fmax_ha_per_bohr": 0.0111
}